ORCA calculation (ωB97M-V with the def2-TZVPD basis set) on C9H23NbO6 as an isolated structure in a non-equilibrium geometry.

## Properties
DFT total energy = -864.76443 Ha
HOMO level = -0.2 eV
frontier orbital gap = 5.13 eV

The geometry in ORCA input format:
```
! wB97M-V def2-TZVPD RIJCOSX def2/J DEFGRID3
* xyz -2 1
C 1.108 5.900 1.418
C -1.847 -4.197 -3.225
C -2.499 -1.702 2.021
O -1.893 1.979 1.182
C -2.438 -1.177 0.469
H 2.989 -2.515 0.606
H 0.122 -2.338 -0.138
O 1.746 -0.179 -0.567
H -0.647 -2.643 -4.122
H 0.128 -0.628 1.771
H -3.108 -0.247 0.233
H 3.751 0.042 0.154
O -2.360 -3.351 -2.205
H -3.119 -2.870 -2.578
C 2.775 -1.626 1.368
O -0.008 2.700 -0.234
Nb -0.253 -0.542 -0.002
H 2.448 0.736 1.328
C -1.414 -3.367 -4.416
C 2.665 -0.182 0.597
H 1.892 -1.865 2.101
O -2.038 -2.948 2.273
H 0.720 6.560 2.201
H 2.488 4.245 1.221
H 2.953 5.449 2.440
H 1.569 6.510 0.637
H 0.743 3.665 2.604
H -2.710 -2.065 -0.243
H -2.980 -0.997 2.843
H 3.753 -1.565 2.049
H -2.257 -2.795 -4.816
H 0.248 5.373 0.992
H -0.998 -4.750 -2.814
H -1.012 -4.004 -5.209
O 1.489 4.139 3.010
H -2.623 -4.915 -3.508
C 2.106 4.917 1.996
H -0.769 -0.421 -1.732
C -0.721 1.674 0.296
*
```

=====

ORCA calculation (ωB97M-V with the def2-TZVPD basis set) on a 2-piece molecular cluster, C20H20N2O7S overall in a non-equilibrium geometry.

## Properties
DFT total energy = -1807.91080 Ha
HOMO level = -8.0 eV
frontier orbital gap = 6.13 eV
energy above the lowest of the compared OMol25 structures with the same formula, charge and spin = 1537.0 kJ/mol

The geometry in ORCA input format:
```
! wB97M-V def2-TZVPD RIJCOSX def2/J DEFGRID3
* xyz 0 1
O -0.311 0.689 2.667
O -1.025 -1.987 -4.050
C 1.973 0.294 1.876
H -1.278 -1.192 0.983
C 3.667 3.560 2.626
O 0.309 -1.340 1.494
H -5.958 0.657 -1.958
H -1.482 -1.797 -1.195
H 2.458 -0.359 1.322
C 4.792 4.117 2.654
H 6.732 6.376 1.883
H 1.637 2.118 2.850
C -1.420 -4.775 -3.567
C -2.441 -1.373 -1.204
H -1.509 -1.044 3.107
C 5.829 2.338 1.156
H -4.057 -4.614 -4.308
H -4.622 0.636 0.109
H 2.778 4.133 3.250
C 4.411 1.762 1.565
C -3.037 -0.448 -0.466
C 6.475 5.638 2.756
O -3.320 -2.199 -5.063
O 6.937 4.474 1.991
C -4.210 0.209 -0.669
H 7.140 5.824 3.437
H -3.903 -5.408 -2.496
N -2.483 -3.978 -3.250
C -3.113 -1.387 -2.524
S -2.393 -2.460 -4.071
O -3.735 0.898 2.207
H -1.773 -5.274 -4.619
C 3.421 2.242 2.077
C -3.721 -4.531 -3.147
H -1.384 -5.686 -3.030
C 0.719 -0.266 2.049
H 6.665 1.709 0.887
H -1.834 0.515 3.948
C -4.126 -0.772 -2.985
C -2.580 0.166 2.040
C -4.922 0.011 -1.848
H -4.215 -3.678 -2.679
O 5.223 5.360 3.055
C 2.239 1.777 2.034
C 5.947 3.565 2.020
H 4.468 0.740 0.962
H -0.350 -4.152 -3.843
H -4.654 -0.716 -3.922
C -1.574 0.016 3.126
N -2.386 -0.387 0.765
*
```

=====

ORCA calculation (ωB97M-V with the def2-TZVPD basis set) on one molecule with the formula C17H18N2O3S2 in a non-equilibrium geometry.

## Properties
DFT total energy = -1790.23577 Ha
HOMO level = -8.7 eV
frontier orbital gap = 8.98 eV
energy above the lowest of the compared OMol25 structures with the same formula, charge and spin = 52.5 kJ/mol
structure (SMILES) = C[C@H]1Sc2ccc(S(=O)(=O)N(C)Cc3ccccc3)cc2NC1=O

The geometry in ORCA input format:
```
! wB97M-V def2-TZVPD RIJCOSX def2/J DEFGRID3
* xyz 0 1
S 1.341 -0.073 -0.711
H 2.311 -0.951 2.573
H -2.987 2.359 0.665
N 2.078 -0.953 0.513
H 2.638 0.626 1.805
O 1.651 -0.700 -1.962
H -2.514 -2.979 0.071
H 5.258 -1.077 2.080
H -0.108 -2.510 -0.437
C 2.007 -0.268 1.781
H 5.696 1.987 -1.752
H -6.500 0.234 0.225
C -0.378 -0.402 -0.327
H -0.854 1.659 -0.164
C 3.370 -1.536 0.174
C -4.792 1.487 0.445
C -3.029 -0.918 0.224
H 3.572 -2.331 0.899
H 0.971 0.029 1.941
C -2.582 0.409 0.169
C -5.460 0.242 -0.106
C 6.466 1.427 0.165
O -5.413 2.457 0.810
S -4.710 -1.263 0.605
C 4.485 -0.523 0.162
C 4.616 0.344 -0.916
C -5.386 0.224 -1.629
H 3.241 -1.973 -0.818
H -5.871 1.113 -2.029
C 5.602 1.315 -0.912
N -3.429 1.476 0.441
O 1.567 1.339 -0.579
C -1.241 0.652 -0.114
H -4.352 0.206 -1.969
H 7.014 0.645 2.082
C 6.342 0.564 1.240
C -0.812 -1.714 -0.264
C -2.142 -1.968 0.012
H 7.235 2.185 0.167
H -5.895 -0.657 -2.014
C 5.353 -0.404 1.239
H 3.939 0.256 -1.751
*
```